C5H13N2O | the ωB97M-V functional and the def2-TZVPD basis

**Orbital gap**: 10.44 eV
**Net charge**: +1
**E**: -10415.916 eV
**E_LUMO**: -3.3 eV
**SMILES**: C[C@@H]([NH3+])C(=O)N(C)C
**Relative energy (zero: lowest compared OMol25 entry of this formula, charge and spin)**: 2.2798 eV

```
21
Properties=species:S:1:pos:R:3:lowdin_charge:R:1
C -1.6920 -0.1894 1.2437 -0.049
C -0.5451 -0.8932 0.7617 -0.246
N -0.8496 -2.2851 0.1714 0.128
C -0.0245 -0.1756 -0.6644 -0.354
O -0.5515 -0.6748 -1.6849 0.003
N 0.7846 0.8823 -0.5418 -0.143
C 1.2736 1.3628 -1.8116 -0.019
C 1.3471 1.4301 0.6561 -0.024
H -1.8462 -0.3340 2.2895 0.095
H -2.5627 -0.4445 0.6698 0.109
H -1.5594 0.8798 1.3184 0.101
H 0.4087 -1.0028 1.3882 0.168
H -1.5427 -2.7747 0.6971 0.129
H 0.0236 -2.9477 -0.0297 0.223
H -1.2563 -2.1009 -0.9647 0.247
H 0.8832 0.6872 -2.6947 0.141
H 2.3674 1.3836 -1.7457 0.106
H 0.8543 2.3204 -1.9841 0.086
H 1.9864 2.3268 0.3892 0.135
H 1.9243 0.7584 1.3034 0.106
H 0.5767 1.7912 1.2331 0.058
```

---

C5H13N2O | the ωB97M-V functional and the def2-TZVPD basis

**Orbital gap**: 9.40 eV
**Net charge**: +1
**E**: -10415.707 eV
**E_LUMO**: -3.2 eV
**Relative energy (zero: lowest compared OMol25 entry of this formula, charge and spin)**: 2.4885 eV

```
21
Properties=species:S:1:pos:R:3:lowdin_charge:R:1
C -0.5962 2.4470 -0.2149 -0.097
C -0.3906 1.3703 -1.2850 -0.167
C -0.2689 -0.0366 -0.7988 -0.147
C 0.8201 -0.7642 -1.0269 -0.158
N 1.1820 -1.9509 -0.3840 -0.006
C 0.5211 -3.0148 -0.4114 -0.012
N -1.1649 1.8392 1.0765 0.183
H 0.3181 2.8519 0.1540 0.120
H -1.2044 3.2930 -0.5088 0.129
H -1.2316 1.4483 -1.9795 0.123
H 0.5219 1.6104 -1.8219 0.125
H -1.0769 -0.5571 -0.2863 0.116
H 1.6097 -0.5376 -1.7360 0.131
H -0.4589 -3.1923 -0.8731 0.094
H 0.8273 -3.8812 0.1723 0.081
H -0.7887 2.2576 1.9215 0.164
H -0.8442 0.8579 1.0342 0.080
H -2.1829 1.8436 1.1190 0.171
H -0.2214 -0.9231 2.5541 0.069
H 1.1767 -0.8987 1.9130 0.054
O 0.4138 -0.3431 2.1120 -0.054
```

---

Number 1: molecular weight 117.2 Da. Number 2: molecular weight 117.2 Da.